Formula: C5H14NOS
Source: the Open Molecules 2025 dataset
Level of theory: the ωB97M-V functional and the def2-TZVPD basis

Atoms and positions in Å:
C 2.1241 -0.9072 -0.6022
N 0.7095 -1.3319 -0.5751
C -0.1721 -0.5266 0.3247
C -1.2376 -1.4128 0.9258
S -2.4837 -0.5440 1.9979
C -0.7783 0.6620 -0.4812
C 2.5043 0.4665 -1.1243
H 2.4975 -1.0865 0.4179
H 2.5639 -1.6519 -1.2876
H 0.4672 -1.1910 -1.5555
H 0.4460 -0.1433 1.1560
H -1.8930 -1.8007 0.1152
H -0.8145 -2.3334 1.3414
H -1.8252 0.3798 -0.5748
H -0.2007 0.9246 -1.3384
H -0.8195 1.6109 0.0697
H 3.0279 0.4597 -2.0854
H 1.7397 1.2265 -1.3110
H 2.9905 1.0175 -0.2975
H -2.2543 1.8848 1.9221
H -3.6966 1.8898 1.5616
O -2.8951 2.4070 1.4007

For the relative energy (zero: lowest compared OMol25 entry of this formula, charge and spin), the calculation gives 1.274 eV. The HOMO-LUMO gap is 6.143 eV. The calculation puts the HOMO energy at -2.7 eV. Its charge is -1. The calculation puts the LUMO energy at 3.492 eV.